[1]
C4H2N2S in the gas phase at a distorted geometry. Source: the OMol25 dataset; level of theory: the ωB97M-V functional and the def2-TZVPD basis.

Output
Electronic energy (Eh): -661.14251
Energy above the lowest of the compared OMol25 structures with the same formula, charge and spin (kcal per mole): 97.6
E_HOMO (alpha / beta) (hartree): -0.30764 / -0.30788
Kohn-Sham gap (alpha / beta) (eV): 7.076 / 7.090

Each line ends with the natural charge from an NBO analysis.
Cartesian coordinates (Å):
C 1.904 1.150 2.442  0.15
C 0.935 -0.475 0.079  0.17
C -1.032 0.696 -0.058  -0.28
C 0.859 1.040 1.643  -0.47
N 2.914 1.023 2.968  -0.27
N -0.209 -0.282 -0.328  -0.37
S -0.566 1.763 1.329  0.61
H 1.892 -0.850 -0.186  0.24
H -2.078 0.795 -0.140  0.22

[2]
A gas-phase ion, C8H13N2O5 (charge +1) at a distorted geometry. Source: the OMol25 dataset; level of theory: the ωB97M-V functional and the def2-TZVPD basis.

Output
Electronic energy (Eh): -797.86514
Energy above the lowest of the compared OMol25 structures with the same formula, charge and spin (kcal per mole): 57.3
Charge: +1
E_HOMO (hartree): -0.51434
Kohn-Sham gap (eV): 10.443

Each line ends with the natural charge from an NBO analysis.
Cartesian coordinates (Å):
C -2.943 -0.126 0.251  0.71
C 1.305 1.145 -0.120  0.04
C -0.107 0.804 0.308  0.05
C 2.162 0.019 0.497  0.06
C 0.207 -1.860 0.564  0.20
C -0.515 -0.675 0.024  0.23
C -4.358 -0.686 -0.034  -0.74
C 3.607 0.034 0.054  -0.10
N 0.368 -1.484 -0.812  0.00
N -1.861 -0.900 -0.224  -0.67
O -2.806 0.782 1.039  -0.59
O 1.487 1.230 -1.529  -0.70
O -0.193 1.035 1.690  -0.70
O 4.263 -0.655 1.065  -0.72
O 1.555 -1.277 0.054  -0.23
H 1.593 2.076 0.487  0.23
H -1.002 1.381 -0.140  0.24
H 1.981 0.102 1.624  0.28
H 0.153 -2.813 1.021  0.27
H -4.824 -0.585 -1.014  0.26
H -4.380 -1.730 0.448  0.24
H -4.996 -0.049 0.608  0.27
H 3.990 1.141 -0.024  0.21
H 3.789 -0.467 -0.985  0.22
H -2.262 -1.818 -0.608  0.44
H 1.197 2.226 -1.737  0.50
H -0.989 1.454 1.766  0.50
H 5.132 -0.438 1.210  0.49

[3]
A molecular structure, C34H31AuN5O2S3. Source: the OMol25 dataset; level of theory: the ωB97M-V functional and the def2-TZVPD basis.

Output
Electronic energy (Eh): -3068.49190
Energy above the lowest of the compared OMol25 structures with the same formula, charge and spin (kcal per mole): 3.4
Charge: +1
E_HOMO (hartree): -0.39652
Kohn-Sham gap (eV): 7.123

Each line ends with the Löwdin charge.
Cartesian coordinates (Å):
Au -0.467 0.125 0.514  1.14
C -0.419 -4.161 0.083  0.00
C -0.552 -2.697 -0.210  -0.20
N -0.172 -1.836 0.689  -0.12
N 0.352 -2.305 1.881  -0.04
C 0.233 -1.496 2.861  -1.06
S -0.527 0.087 2.797  0.63
S 0.799 -1.919 4.448  0.94
C 1.824 -3.383 4.092  -0.39
C 3.122 -3.044 3.411  -0.30
C 4.097 -2.316 4.089  -0.05
C 5.305 -2.018 3.480  -0.08
C 5.552 -2.445 2.181  -0.11
C 4.584 -3.165 1.497  -0.08
C 3.375 -3.460 2.110  -0.05
C -1.140 -2.294 -1.490  -0.11
C -1.849 -3.265 -2.221  -0.03
C -2.411 -2.995 -3.446  -0.07
C -2.261 -1.723 -3.996  -0.06
C -1.575 -0.746 -3.311  -0.01
C -1.016 -0.999 -2.048  -0.34
O -0.359 0.003 -1.484  -0.24
H 0.263 -4.330 0.905  0.06
H -0.084 -4.695 -0.802  0.10
H -1.400 -4.549 0.369  0.11
H 1.233 -4.092 3.519  0.08
H 1.996 -3.805 5.083  0.09
H 3.910 -1.986 5.106  0.12
H 6.061 -1.465 4.023  0.11
H 6.503 -2.229 1.710  0.11
H 4.773 -3.507 0.486  0.11
H 2.621 -4.025 1.576  0.10
H -1.974 -4.254 -1.804  0.11
H -2.956 -3.764 -3.976  0.11
H -2.689 -1.497 -4.965  0.11
H -1.438 0.245 -3.726  0.12
C 4.631 0.814 0.365  -0.22
S 3.055 1.212 1.118  0.92
O 2.218 -0.019 0.935  -0.59
C 2.468 2.409 -0.070  -0.42
C 2.355 3.732 0.333  -0.10
C 1.842 4.670 -0.553  -0.08
C 1.437 4.273 -1.820  -0.07
C 1.541 2.941 -2.207  -0.06
C 2.058 2.000 -1.331  -0.09
H 4.471 0.517 -0.671  0.06
H 5.039 -0.016 0.940  0.03
H 5.286 1.684 0.426  0.07
H 2.669 4.025 1.329  0.11
H 1.756 5.707 -0.254  0.11
H 1.039 5.004 -2.512  0.11
H 1.215 2.635 -3.193  0.11
H 2.105 0.953 -1.603  0.11
C -1.396 4.205 1.421  -0.02
C -0.701 3.020 1.374  -0.14
N -0.915 2.133 0.386  -0.07
C -1.800 2.403 -0.569  -0.08
C -2.605 3.532 -0.542  -0.18
C -2.377 4.456 0.465  0.03
C -3.662 3.684 -1.559  -0.02
C -4.495 2.740 -2.014  -0.01
C -4.706 1.341 -1.578  -0.26
C -5.485 0.504 -2.368  0.00
C -5.635 -0.810 -1.953  -0.11
N -5.097 -1.269 -0.827  0.10
C -4.410 -0.380 -0.118  -0.20
N -4.177 0.885 -0.434  0.13
H -1.195 4.909 2.215  0.12
H 0.034 2.747 2.119  0.09
H -1.870 1.689 -1.375  0.11
H -2.971 5.360 0.520  0.13
H -3.749 4.671 -2.001  0.12
H -5.152 3.033 -2.825  0.11
H -5.943 0.857 -3.282  0.12
H -6.206 -1.519 -2.543  0.12
H -3.989 -0.727 0.823  0.11

[4]
C5H8O2 in the gas phase at a distorted geometry. Source: the OMol25 dataset; level of theory: the ωB97M-V functional and the def2-TZVPD basis.

Output
Electronic energy (Eh): -345.71560
Energy above the lowest of the compared OMol25 structures with the same formula, charge and spin (kcal per mole): 56.1
SMILES: CCCC(=O)C=O
E_HOMO (hartree): -0.34405
Kohn-Sham gap (eV): 9.977

Each line ends with the natural charge from an NBO analysis.
Cartesian coordinates (Å):
C -2.347 -0.048 -0.536  -0.61
C -0.990 -0.391 0.080  -0.40
C 0.201 0.327 -0.606  -0.49
C 1.494 0.080 0.227  0.47
O 1.287 -0.240 1.392  -0.50
C 3.032 0.121 0.677  0.40
O 3.588 1.080 1.138  -0.54
H -2.571 1.021 -0.441  0.20
H -3.153 -0.595 -0.029  0.22
H -2.391 -0.311 -1.598  0.20
H -0.835 -1.477 0.034  0.20
H -0.995 -0.134 1.143  0.23
H 0.239 0.069 -1.671  0.23
H 0.031 1.413 -0.563  0.24
H 3.410 -0.914 0.753  0.14

[5]
A molecular structure, C33H37F2FeN2P. Source: the OMol25 dataset; level of theory: the ωB97M-V functional and the def2-TZVPD basis.

Output
Electronic energy (Eh): -3194.00942
E_HOMO (alpha / beta) (hartree): -0.26407 / -0.26160
Kohn-Sham gap (alpha / beta) (eV): 7.179 / 7.205

Each line ends with the Löwdin charge.
Cartesian coordinates (Å):
Fe -0.306 -0.705 -0.503  0.44
F 4.596 -2.360 -2.069  0.06
C 3.319 -2.656 -1.749  -0.27
C 2.435 -1.631 -1.483  -0.05
C 1.115 -1.926 -1.137  -0.12
C 0.717 -3.286 -1.130  -0.14
C 1.657 -4.277 -1.387  -0.22
F 1.306 -5.584 -1.345  0.06
C 2.969 -3.992 -1.693  0.06
C -0.710 -3.506 -0.851  -0.18
C -1.399 -4.719 -0.887  0.01
C -2.768 -4.727 -0.693  -0.05
C -3.440 -3.533 -0.475  -0.05
C -2.696 -2.371 -0.433  -0.13
N -1.373 -2.354 -0.594  0.00
H 2.793 -0.610 -1.537  0.09
H 3.682 -4.778 -1.891  0.13
H -0.862 -5.632 -1.078  0.11
H -3.310 -5.663 -0.728  0.11
H -4.511 -3.497 -0.333  0.11
H -3.161 -1.406 -0.270  0.10
C -2.593 -0.283 2.713  -0.10
C -1.237 -0.913 3.035  -0.52
C -1.383 -2.425 3.194  -0.11
P 0.010 -0.429 1.754  1.09
C 1.656 -0.922 2.449  -0.50
C 2.764 -0.078 1.820  -0.10
C 1.978 -2.404 2.258  -0.09
C -0.013 1.381 1.827  -0.31
C 0.058 2.146 2.986  -0.05
C -0.005 3.532 2.950  -0.29
C 0.102 4.361 4.200  -0.06
C -0.158 4.129 1.698  -0.04
C -0.240 3.391 0.533  -0.02
C -0.160 1.991 0.573  -0.30
N -0.258 1.168 -0.544  -0.08
C -0.227 1.793 -1.820  -0.23
C -1.376 1.817 -2.615  -0.20
C -2.690 1.279 -2.113  -0.05
C -1.307 2.366 -3.895  -0.02
C -0.135 2.903 -4.400  -0.27
C -0.077 3.505 -5.776  -0.06
C 0.996 2.878 -3.588  -0.01
C 0.973 2.332 -2.315  -0.20
C 2.224 2.296 -1.485  -0.03
H -3.277 -0.432 3.551  0.08
H -3.039 -0.765 1.841  0.05
H -2.522 0.787 2.517  0.07
H -0.882 -0.488 3.982  0.10
H -1.561 -2.906 2.229  0.07
H -2.238 -2.645 3.838  0.08
H -0.507 -2.884 3.647  0.06
H 1.610 -0.694 3.521  0.11
H 2.790 -0.240 0.741  0.05
H 3.731 -0.388 2.221  0.08
H 2.636 0.988 2.003  0.07
H 2.080 -2.635 1.198  0.06
H 1.230 -3.075 2.675  0.05
H 2.932 -2.629 2.742  0.08
H 0.163 1.649 3.946  0.11
H 0.086 3.731 5.089  0.07
H -0.722 5.072 4.282  0.08
H 1.030 4.936 4.220  0.08
H -0.220 5.211 1.634  0.11
H -0.360 3.893 -0.419  0.12
H -2.831 1.503 -1.055  0.07
H -2.757 0.193 -2.234  0.07
H -3.516 1.714 -2.676  0.08
H -2.205 2.380 -4.505  0.11
H -1.016 3.361 -6.310  0.07
H 0.720 3.055 -6.370  0.08
H 0.118 4.579 -5.730  0.08
H 1.930 3.284 -3.963  0.12
H 3.099 2.503 -2.100  0.08
H 2.345 1.317 -1.019  0.05
H 2.197 3.026 -0.672  0.08

[6]
C5H15N3 in the gas phase. Source: the OMol25 dataset; level of theory: the ωB97M-V functional and the def2-TZVPD basis.

Output
Electronic energy (Eh): -363.74230
Energy above the lowest of the compared OMol25 structures with the same formula, charge and spin (kcal per mole): 28.1
SMILES: CNC[C@H](N)CCN
E_HOMO (hartree): -0.32230
Kohn-Sham gap (eV): 9.792

Each line ends with the natural charge from an NBO analysis.
Cartesian coordinates (Å):
C 0.023 -0.227 3.375  -0.41
N 0.592 -0.342 2.043  -0.63
C -0.170 0.423 1.035  -0.23
C 0.691 0.685 -0.215  -0.06
N 0.350 1.900 -0.933  -0.84
C 0.708 -0.493 -1.187  -0.42
C -0.684 -0.905 -1.744  -0.23
N -0.895 -0.555 -3.157  -0.85
H 0.749 -0.591 4.109  0.20
H -0.080 0.826 3.605  0.19
H -0.925 -0.757 3.518  0.17
H 0.611 -1.304 1.730  0.35
H -1.120 -0.090 0.822  0.16
H -0.485 1.362 1.499  0.18
H 1.689 0.753 0.229  0.20
H 0.106 2.660 -0.316  0.36
H -0.376 1.763 -1.622  0.36
H 1.232 -1.333 -0.732  0.21
H 1.268 -0.170 -2.056  0.21
H -1.466 -0.404 -1.173  0.18
H -0.799 -1.977 -1.614  0.19
H -0.208 0.130 -3.447  0.35
H -0.812 -1.353 -3.770  0.36

The highest electronic energy belongs to which entry?
C5H8O2